# 1
A structure of composition C18H9Br5N2O2Pt, computed with the ωB97M-V functional and the def2-TZVPD basis.

Geometry as XYZ:
```
37
Properties=species:S:1:pos:R:3:forces:R:3:nbo_charge:R:1
Pt 0.362 -0.240 -0.772 -0.15 0.54 -0.16 1.077
Br 4.474 -0.870 5.046 0.02 -0.02 0.17 0.282
C 3.749 -0.730 3.358 0.30 0.02 -0.34 -0.107
C 4.694 -0.609 2.183 -0.25 -0.04 0.41 -0.086
Br 6.492 -0.579 2.530 0.16 0.00 0.00 0.330
C 4.261 -0.517 0.893 -0.18 -0.02 -0.13 -0.193
Br 5.379 -0.361 -0.591 0.04 0.00 -0.02 0.199
C 2.862 -0.521 0.649 0.13 -0.14 0.21 0.437
O 2.382 -0.428 -0.496 0.07 0.25 0.18 -0.571
C 1.879 -0.646 1.837 0.11 0.03 -0.13 0.466
O 0.697 -0.660 1.553 0.15 -0.48 0.42 -0.507
C 2.411 -0.742 3.189 -0.07 0.07 -0.23 -0.255
Br 1.166 -0.890 4.556 -0.02 0.00 0.01 0.232
Br -4.677 -5.245 -0.754 -0.06 -0.10 -0.01 0.180
C -3.741 -3.635 -0.844 -0.03 0.03 -0.01 -0.064
C -2.353 -3.649 -0.856 0.11 0.01 -0.01 -0.203
C -1.676 -2.446 -0.900 0.11 0.05 0.03 -0.206
C -2.368 -1.244 -0.929 0.04 0.27 -0.02 0.139
C -3.757 -1.234 -0.946 -0.15 0.06 0.00 -0.210
C -4.441 -2.433 -0.902 -0.01 0.05 0.00 -0.196
N -1.579 -0.054 -0.950 -0.18 -0.32 0.07 -0.379
C -2.015 1.149 -0.939 -0.23 0.21 -0.17 0.145
C -1.025 2.209 -1.012 -0.13 0.00 0.04 0.108
C -1.333 3.549 -1.070 0.05 0.14 0.00 -0.164
C -0.291 4.468 -1.156 -0.03 0.05 0.00 -0.105
C 1.014 4.012 -1.195 -0.02 -0.02 0.01 -0.199
C 1.259 2.647 -1.140 0.09 -0.01 -0.04 0.073
N 0.259 1.775 -1.044 -0.02 -0.40 -0.26 -0.417
H -1.817 -4.586 -0.838 0.01 0.00 0.01 0.255
H -0.583 -2.460 -0.926 0.06 -0.07 -0.01 0.186
H -4.325 -0.314 -1.004 0.03 -0.04 0.03 0.230
H -5.522 -2.440 -0.915 0.01 0.00 0.01 0.258
H -3.072 1.383 -0.898 0.00 -0.03 -0.07 0.236
H -2.366 3.872 -1.052 0.02 -0.02 0.03 0.261
H -0.504 5.528 -1.196 0.01 -0.02 -0.02 0.263
H 1.845 4.698 -1.276 0.00 -0.02 -0.01 0.266
H 2.261 2.243 -1.193 0.00 -0.03 0.02 0.240
```
Positions in Å, forces in eV/Å.

Properties
* charge: +2
* energy relative to the best compared isomer or geometry (same formula, charge and spin): 5.7 kcal/mol
* orbital gap: 5.343 eV
* E_HOMO: -14.2 eV


# 2
A cluster of 8 separate species, C18H54F6N8O7P in total at a distorted geometry, computed with the ωB97M-V functional and the def2-TZVPD basis.

Geometry as XYZ:
```
94
Properties=species:S:1:pos:R:3:forces:R:3:lowdin_charge:R:1
P -0.194 -0.138 -1.136 0.19 -0.84 1.08 0.234
F -1.601 -0.486 -0.359 0.51 0.07 -0.90 -0.176
F 0.542 -0.211 0.333 -0.27 0.03 -1.10 -0.173
F 0.004 -1.780 -1.457 -0.10 1.19 0.82 -0.194
F 1.240 0.116 -1.832 0.45 0.28 0.27 -0.163
F -0.842 0.003 -2.589 -1.15 -0.41 -0.63 -0.160
F -0.478 1.453 -0.974 0.35 -0.27 0.54 -0.152
O -0.292 -4.933 -0.389 -0.07 -0.20 0.26 -0.058
H -0.529 -4.369 -1.125 0.01 0.29 -0.27 0.031
H 0.570 -4.603 -0.082 -0.01 -0.02 0.04 0.011
C 0.984 -0.036 -5.739 1.70 1.21 -0.98 -0.657
O 1.657 -0.159 -6.773 -1.50 0.53 0.23 -0.026
N 0.172 1.082 -5.418 -0.01 -1.19 -0.76 0.126
N 1.185 -0.928 -4.751 -0.34 -0.69 0.35 0.161
H -0.238 1.588 -6.248 0.58 -1.02 1.67 0.119
H -0.390 0.874 -4.577 -0.04 0.71 -0.99 0.072
H 1.866 -1.647 -4.918 0.06 0.18 -0.24 0.107
H 0.980 -0.747 -3.799 -0.41 0.23 0.73 0.039
C -4.084 -4.050 1.025 1.21 2.26 0.34 -0.634
O -5.258 -4.251 1.218 -0.55 0.05 -0.25 0.027
N -3.516 -2.715 0.977 -1.94 -2.11 0.79 0.158
N -3.146 -5.027 0.974 -0.96 -0.45 0.04 0.163
H -2.644 -2.534 0.577 1.43 -0.02 -0.77 0.035
H -4.162 -1.964 0.845 -0.45 -0.03 0.02 0.049
H -2.208 -4.803 0.791 1.27 0.06 -0.53 0.024
H -3.468 -5.960 0.776 0.06 0.14 0.13 0.110
C -0.136 -4.294 3.034 0.97 -2.90 -0.38 -0.076
C 0.647 -3.033 3.049 0.85 0.00 -1.26 -0.446
C 1.244 -2.729 1.622 -0.37 -0.31 -0.27 -0.158
O 1.932 -3.838 0.961 -0.01 0.69 1.03 -0.232
C 3.334 -3.896 1.236 -1.54 0.32 0.83 -0.071
N -0.199 -1.926 3.489 -0.96 -1.92 -1.51 0.069
H -0.659 -4.499 3.956 -0.15 0.30 0.37 0.073
H 0.573 -5.197 2.898 -0.96 1.31 0.05 0.111
H -0.848 -4.390 2.225 -0.16 0.32 -0.18 0.039
H 1.510 -3.227 3.675 0.07 0.51 0.75 0.126
H 1.908 -1.826 1.645 -0.58 -0.71 -0.05 0.106
H 0.379 -2.543 0.954 0.56 0.18 0.34 0.097
H 3.782 -2.982 0.905 0.61 0.56 -0.33 0.068
H 3.690 -4.747 0.729 0.64 -0.87 -0.80 0.074
H 3.554 -4.035 2.299 -0.16 0.09 0.10 0.091
H -0.727 -1.650 2.637 0.46 0.47 1.16 0.090
H 0.357 -1.231 3.878 0.81 1.91 0.34 0.035
C 3.109 4.169 -0.302 1.01 1.05 0.98 -0.084
C 1.730 3.672 -0.457 -1.51 -1.82 -0.82 -0.453
C 0.703 4.193 0.522 -2.01 1.99 -1.58 -0.257
O 0.761 3.532 1.714 0.70 -1.18 1.83 -0.175
C -0.394 3.397 2.507 0.56 0.13 1.11 -0.097
N 1.311 3.862 -1.888 1.33 0.86 1.07 0.062
H 3.397 4.085 0.753 0.32 -0.24 -0.19 0.086
H 3.187 5.252 -0.511 -0.28 -0.28 -0.12 0.091
H 3.833 3.679 -0.959 -0.13 -0.17 0.25 0.060
H 1.608 2.590 -0.210 0.87 0.32 -0.29 0.124
H -0.286 3.952 0.071 0.40 0.37 -0.10 0.119
H 0.744 5.322 0.626 0.08 -0.87 0.06 0.141
H -1.330 3.463 2.004 -0.66 0.09 -1.06 0.070
H -0.425 4.145 3.303 0.13 0.39 -0.06 0.079
H -0.414 2.448 3.058 0.44 -0.10 -0.47 0.087
H 2.224 3.919 -2.356 -0.80 -0.02 -0.34 0.061
H 0.880 3.020 -2.201 -0.46 -0.59 -0.30 0.033
C -4.857 0.842 0.418 1.09 -0.95 1.50 -0.070
C -4.916 0.906 -1.069 -0.46 0.81 -1.94 -0.440
C -6.009 1.906 -1.636 1.47 0.13 1.30 -0.226
O -7.277 1.619 -1.114 -1.35 -0.30 -0.99 -0.183
C -8.275 2.141 -2.011 2.87 -0.01 -0.78 -0.093
N -3.682 1.373 -1.668 0.24 -0.43 -0.61 0.033
H -5.825 0.580 0.773 -0.98 -0.07 0.58 0.058
H -4.559 1.801 0.887 -0.14 -0.32 -0.38 0.088
H -4.154 0.039 0.862 -0.81 1.35 -1.08 0.086
H -5.155 -0.057 -1.524 -0.06 -0.19 0.29 0.141
H -5.977 1.909 -2.745 0.01 -0.29 0.55 0.114
H -5.701 2.930 -1.297 -0.12 -0.43 -0.33 0.130
H -8.181 3.195 -2.014 -0.52 1.59 0.59 0.066
H -9.246 1.803 -1.826 -1.26 -0.63 0.55 0.066
H -7.951 1.977 -3.056 -0.46 -0.82 0.22 0.085
H -3.252 2.008 -1.004 0.73 -0.46 -0.44 0.067
H -3.087 0.601 -2.022 -0.27 1.17 0.89 0.066
C 5.993 1.719 0.152 1.38 3.64 1.02 -0.087
C 5.220 0.478 0.182 -0.55 -1.13 0.71 -0.469
C 4.182 0.445 1.317 1.23 -0.53 0.38 -0.153
O 4.903 0.452 2.568 1.20 -0.53 -2.27 -0.193
C 4.158 0.449 3.702 -1.02 -0.36 0.66 -0.149
N 4.580 0.228 -1.073 0.79 0.18 -0.85 0.066
H 7.021 1.580 -0.134 0.40 -0.34 -0.67 0.063
H 6.156 2.137 1.181 -0.50 -0.42 -0.55 0.092
H 5.640 2.614 -0.447 -0.12 -1.38 0.46 0.081
H 5.967 -0.314 0.379 -0.56 -0.03 -0.02 0.149
H 3.580 -0.466 1.103 0.06 0.43 0.80 0.110
H 3.577 1.337 1.308 -0.67 0.35 -0.27 0.117
H 4.827 0.488 4.557 0.05 0.35 0.11 0.087
H 3.609 -0.491 3.795 -0.41 -0.13 0.11 0.078
H 3.456 1.281 3.667 -0.28 0.19 0.50 0.090
H 3.760 0.778 -1.181 -0.80 0.49 -0.19 0.052
H 4.347 -0.721 -1.245 -0.25 -0.80 0.04 0.061
```
Positions in Å, forces in eV/Å.

Properties
* charge: -1
* orbital gap: 9.093 eV
* E_HOMO: -6.7 eV


# 3
The molecule C22H24N2O6S at a distorted geometry, computed with the ωB97M-V functional and the def2-TZVPD basis.

Geometry as XYZ:
```
55
Properties=species:S:1:pos:R:3:forces:R:3:nbo_charge:R:1
C 5.531 2.926 0.211 0.06 0.18 0.04 -0.251
H 5.466 3.646 -0.611 -0.01 -0.02 0.04 0.174
O 5.067 1.656 -0.175 -0.09 -0.26 -0.06 -0.495
C 3.763 1.526 -0.549 -0.15 -0.18 -0.10 0.303
C 2.843 2.567 -0.610 0.27 0.14 0.09 -0.307
C 1.538 2.314 -0.995 -0.03 -0.26 -0.13 -0.171
C 1.119 1.031 -1.313 0.10 0.14 -0.16 -0.071
C 2.049 -0.001 -1.271 -0.08 0.21 -0.06 -0.132
C 3.353 0.239 -0.897 0.22 0.18 0.09 -0.275
H 4.074 -0.561 -0.850 0.10 -0.12 0.02 0.226
H 1.747 -1.005 -1.530 -0.06 -0.16 0.00 0.208
C -0.306 0.758 -1.712 0.14 -0.10 0.09 -0.225
N -1.273 1.433 -0.862 -0.01 -0.05 -0.47 -0.634
C -1.182 1.507 0.475 -0.11 0.13 -0.07 0.690
O -0.236 1.148 1.143 0.05 0.08 0.31 -0.623
C -2.367 2.223 1.122 -0.54 -0.53 -0.03 -0.749
H -2.299 3.294 0.936 -0.14 0.06 -0.04 0.273
H -2.362 2.044 2.193 0.04 -0.01 0.04 0.267
S -4.030 1.779 0.522 -0.41 0.33 0.20 2.155
O -4.956 2.715 1.097 0.04 0.00 0.39 -0.935
O -4.007 1.700 -0.924 0.04 -0.17 -0.09 -0.974
C -4.417 0.109 1.170 0.54 0.72 -0.40 -0.650
C -3.532 -0.851 0.497 -0.09 -0.96 -0.99 0.011
C -3.712 -1.532 -0.678 -0.45 0.68 0.85 0.300
O -2.579 -2.235 -0.913 0.20 -0.18 -0.16 -0.401
C -1.747 -1.945 0.114 -0.57 0.73 0.70 0.490
N -2.279 -1.122 0.972 0.60 -0.46 0.09 -0.460
C -0.405 -2.481 0.163 0.53 -0.46 -0.29 -0.107
C 0.510 -1.872 1.021 0.06 0.02 0.09 -0.293
C 1.827 -2.308 1.045 -0.15 -0.23 -0.11 0.397
C 2.203 -3.392 0.243 0.05 0.16 0.13 -0.275
C 1.285 -3.999 -0.590 0.10 0.03 0.01 -0.197
C -0.022 -3.544 -0.650 -0.23 0.19 0.05 -0.221
H -0.739 -4.005 -1.311 -0.05 -0.05 -0.06 0.221
H 1.592 -4.829 -1.208 0.04 -0.07 -0.04 0.217
H 3.227 -3.728 0.281 0.13 -0.04 0.01 0.224
O 2.805 -1.747 1.792 0.08 -0.32 -0.21 -0.511
C 2.493 -0.581 2.527 -0.06 0.27 0.13 -0.263
H 3.444 -0.222 2.918 -0.08 0.01 0.01 0.196
H 1.819 -0.809 3.358 -0.01 0.00 -0.03 0.176
H 2.039 0.184 1.893 0.01 -0.01 0.00 0.207
H 0.170 -1.038 1.608 0.03 0.13 0.08 0.268
C -4.835 -1.575 -1.644 0.19 -0.04 0.01 -0.674
H -5.041 -0.568 -2.006 -0.04 -0.01 -0.09 0.250
H -4.569 -2.213 -2.482 -0.08 -0.03 -0.08 0.240
H -5.737 -1.963 -1.172 -0.06 -0.05 -0.04 0.230
H -4.242 0.148 2.241 -0.07 -0.04 0.14 0.261
H -5.468 -0.053 0.948 -0.12 0.21 -0.01 0.264
H -2.181 1.632 -1.272 0.18 0.02 0.09 0.434
H -0.481 1.119 -2.731 -0.04 -0.11 0.09 0.213
H -0.479 -0.325 -1.699 0.03 0.10 -0.07 0.199
H 0.833 3.131 -1.034 -0.09 0.09 0.03 0.209
H 3.126 3.577 -0.358 0.07 0.08 0.03 0.217
H 4.980 3.310 1.076 0.01 0.00 -0.04 0.175
H 6.576 2.787 0.484 -0.07 0.06 -0.01 0.199
```
Positions in Å, forces in eV/Å.

Properties
* structure (SMILES): COc1ccc(CNC(=O)CS(=O)(=O)Cc2nc(-c3cccc(OC)c3)oc2C)cc1
* energy relative to the best compared isomer or geometry (same formula, charge and spin): 37.1 kcal/mol
* orbital gap: 8.721 eV
* E_HOMO: -8.1 eV